The following is a DFT calculation (ωB97M-V with the def2-TZVPD basis set) of one molecule with the formula CH2ClNOS2 in a non-equilibrium geometry.

Output
largest force on an atom: 0.04593 hartree/bohr
gap between HOMO and LUMO: 8.541 eV
energy above the lowest of the compared OMol25 structures with the same formula, charge and spin: 0.341 eV

Last column: Löwdin charge in e.
Geometry (Å):
1 Cl -1.5145 -2.0815 -1.7241  0.1734
2 S -1.2589 -0.3088 -0.7164  0.0464
3 S -2.1006 -0.2695 0.9760  0.1405
4 O 0.9340 1.3060 0.8029  0.0168
5 N 0.3906 -0.4878 -0.5120  -0.3165
6 C 1.2162 0.1991 0.1372  -0.3577
7 H 0.0876 1.8512 0.7342  0.1415
8 H 2.2456 -0.2087 0.3022  0.1556